(1)
90
Properties=species:S:1:pos:R:3:mulliken_charge:R:1 method="wB97M-V/def2-TZVPD" gap_ev=4.885 total_energy_ha=-3413.81618 max_force_ev_per_a=0.97 multiplicity=1 charge=-2 e_above_lowest_kj_mol=123.3
Te -2.2762 -0.2833 -0.7144 -0.162
Pd -0.3414 0.1550 0.9398 -0.669
S 3.5176 -0.5086 0.2125 1.326
Si -5.4861 0.6588 1.9723 0.415
Si -5.6052 1.3892 -1.6620 0.207
Si -5.6834 -2.1224 -0.4400 0.320
Si -4.6395 -0.0523 -0.0924 0.143
O 3.7356 -1.1156 -1.0867 -0.817
O 4.5351 -0.7390 1.2285 -0.784
N 0.3879 2.5270 0.3070 0.246
N -0.1380 4.7716 0.8618 0.451
N 4.1052 5.2325 -1.4112 -0.601
N 2.0520 -0.8437 0.6742 -0.533
N 2.2020 0.9257 2.2995 -0.109
N 0.6718 -0.9382 2.6021 -0.798
C -4.9935 3.1578 -1.4176 -0.962
C 3.9106 3.9011 -0.9661 0.209
C -4.8574 -0.3975 3.3971 -0.991
C -7.4973 1.5438 -1.7295 -1.103
C 1.8944 1.3465 3.5000 -0.313
C -7.5774 -2.2398 -0.4964 -1.124
C 0.2932 5.2905 -1.5584 -1.109
C 0.9830 0.6954 4.3357 -0.712
C 2.8884 1.7340 -1.2359 -0.765
C -7.3723 0.5454 2.0591 -1.000
C -2.4340 5.7836 0.6590 -0.695
C -5.1186 0.8987 -3.4128 -1.066
C 0.3851 -0.4325 3.7976 -0.217
C 4.6480 3.3969 0.1047 -0.691
C 0.7941 5.3058 -0.1117 -0.663
C -5.1445 -2.8265 -2.0998 -1.088
C -0.2611 3.3891 0.9858 0.695
C -5.1612 2.4491 2.4595 -0.731
C 4.5033 2.0728 0.5003 -0.529
C -5.1658 -3.3626 0.8810 -1.105
C 1.5931 -0.2286 1.8397 0.939
C 3.0228 3.0598 -1.6282 0.272
C 3.6188 1.2405 -0.1683 0.266
C -1.1262 5.6616 1.4473 -0.896
C -1.1929 2.8657 2.0459 -0.492
H -5.1169 0.0455 4.3648 0.371
H -3.9024 3.1637 -1.2952 -0.019
H -7.7263 0.8570 3.0491 0.377
H 1.0340 6.3278 0.1887 0.276
H -0.3463 -0.9919 4.3772 0.391
H -7.8768 -3.2698 -0.7238 0.381
H -1.2160 1.7674 1.9014 0.126
H -2.1976 3.2703 1.9569 -0.130
H -5.2875 -1.4045 3.3497 0.270
H 1.7201 4.7305 -0.0452 0.411
H -4.0450 0.6808 -3.4584 0.282
H -5.3496 1.7009 -4.1228 0.372
H -0.0619 4.2930 -1.8249 0.228
H 5.3383 4.0532 0.6289 0.270
H -7.9081 1.9331 -0.7909 0.285
H -5.6778 -3.1618 1.8298 0.258
H 4.4139 5.8514 -0.6789 0.249
H -5.3999 -4.3877 0.5738 0.374
H -4.0949 2.6482 2.5693 -0.101
H -0.6658 6.6478 1.5410 0.367
H 3.3035 5.6119 -1.8890 0.285
H 5.0581 1.6633 1.3357 0.465
H -5.4334 3.6092 -0.5201 0.341
H -7.7925 2.2247 -2.5370 0.391
H -0.5320 5.9921 -1.6993 0.350
H -2.2965 6.3583 -0.2601 0.331
H -5.5528 3.1416 1.7055 0.299
H -3.1976 6.2842 1.2631 0.391
H -7.9689 0.5716 -1.9138 0.195
H -7.9958 -1.5856 -1.2700 0.235
H -5.6524 -0.0074 -3.7268 0.240
H -5.6432 -2.3018 -2.9245 0.265
H -7.8458 1.1873 1.3079 0.189
H 1.0988 5.5667 -2.2468 0.432
H 1.0492 2.8948 -0.3703 -0.598
H -5.2491 3.7858 -2.2787 0.499
H -3.7667 -0.5060 3.3449 0.167
H -5.6481 2.6684 3.4157 0.400
H -2.8119 4.7966 0.3838 -0.060
H -1.3499 5.3207 2.4571 0.434
H -4.0865 -3.2946 1.0658 0.295
H -4.0636 -2.6988 -2.2333 0.269
H -0.7962 3.0868 3.0419 0.157
H 2.2048 1.0686 -1.7549 0.330
H -8.0402 -1.9570 0.4541 0.310
H -7.7219 -0.4761 1.8786 0.187
H -5.3864 -3.8930 -2.1709 0.379
H 2.4406 3.4467 -2.4613 0.277
H 2.3901 2.2628 3.8191 0.353
H 0.7688 1.0329 5.3408 0.390



(2)
12
Properties=species:S:1:pos:R:3:nbo_charge:R:1 method="wB97M-V/def2-TZVPD" gap_ev=3.693 total_energy_ha=-528.69034 max_force_ev_per_a=1.64 multiplicity=1 e_above_lowest_kj_mol=0.0
Rb -3.1591 -0.2811 -1.3426 0.927
Na 2.9096 -3.1391 -0.6686 0.762
O -0.4778 -1.9990 -1.6504 -0.807
O 2.3694 -1.2733 0.3759 -1.005
O -2.1261 2.2246 0.6778 -0.559
C -1.1793 2.7944 1.1849 0.297
C 0.6860 -2.1653 -1.2096 0.126
C 1.1448 -1.0679 -0.1919 -0.183
H 0.2960 -1.0258 0.5582 0.084
H -1.3046 3.7967 1.6381 0.115
H 1.0848 -0.1166 -0.7990 0.095
H -0.2438 2.2526 1.4270 0.148



(3)
154
Properties=species:S:1:pos:R:3:mulliken_charge:R:1 method="wB97M-V/def2-TZVPD" gap_ev=6.745 total_energy_ha=-9092.09994 max_force_ev_per_a=0.40 multiplicity=1
Ag 1.8255 0.1372 -0.0449 1.825
Ge -0.9945 1.4930 0.4806 -0.913
Ge -0.7529 -1.5967 0.3814 -0.314
S 0.9649 2.4842 0.3724 -0.826
S 3.0695 -0.9353 -2.6713 0.413
S 1.2764 -2.3001 0.2031 -0.878
S -1.0434 -0.0899 2.0809 0.467
S -1.2337 0.0117 -1.1827 0.404
O 3.2910 0.4429 -2.1190 -0.807
N 3.4901 3.6734 1.6161 0.142
N 4.9096 -0.1531 0.7740 -0.168
N 2.5456 -0.1715 2.6591 0.287
C 0.1920 3.4380 -5.5957 -1.601
C -2.7325 2.5375 3.1000 0.730
C 5.5508 0.4677 1.9283 -0.011
C -2.3405 1.3996 5.6294 0.866
C 0.7841 -3.8975 3.9289 -0.757
C -3.0698 -1.7227 -4.6482 0.673
C 2.5488 -0.7349 -4.3771 0.283
C -1.7266 -2.7304 3.7265 0.549
C -0.6742 4.4177 -2.0319 1.195
C -3.9175 -1.8775 -2.3812 1.012
C 1.8577 -0.5029 -7.0294 -0.678
C -1.4363 2.3247 5.1156 -1.068
C -3.6363 2.0923 -2.6566 -0.701
C 1.6281 -1.6964 -6.3590 -0.640
C 5.7852 -0.6866 -3.0332 -0.255
C -2.8795 -2.7520 -2.0494 0.797
C -3.4385 1.0622 4.8576 -0.653
C -2.1313 -3.8833 1.5373 0.043
C -0.0356 4.3258 -3.2553 -1.019
C 2.4129 0.5808 -6.3600 -0.685
C 1.3276 -2.5670 5.9965 -1.473
C -4.1099 5.1247 0.7777 -1.079
C 7.0578 -1.1668 -3.3142 -0.810
C 6.1629 -3.3803 -3.6233 -0.630
C -1.2771 -3.5973 2.7331 0.322
C -2.0659 -3.0877 0.3732 -0.376
C 1.9669 -1.8142 -5.0191 -0.084
C 4.8898 -2.9095 -3.3405 -0.305
C -2.5428 3.7974 -0.4986 -0.414
C -3.1811 -1.1691 -6.0448 -1.668
C 7.2458 -2.5101 -3.6118 -0.475
C -3.0030 -4.9634 1.6087 -0.237
C -0.8731 -2.4101 4.7826 -0.500
C -0.1569 5.3668 -0.9835 -1.422
C -1.8274 3.6492 -1.8028 0.607
C -2.3316 2.9534 0.6037 0.179
C 0.3921 -2.9594 4.8826 0.747
C 3.5178 0.4333 3.5553 -0.010
C 3.8996 2.2757 1.9803 2.184
C -3.7474 -4.5206 -0.6135 -0.239
C -4.9318 -1.4224 -1.3637 -1.623
C 2.7560 0.4726 -5.0203 -0.165
C 3.4141 1.9523 3.3759 -0.974
C -2.3415 2.8423 -2.8132 0.364
C 0.3756 -5.3217 1.9044 -1.644
C -0.6390 3.9363 3.3703 -1.439
C -0.8170 -4.0773 -2.7004 -1.646
C -2.1139 0.7776 6.9820 -1.654
C -4.8030 1.1104 2.7650 -1.827
C -2.9843 3.2489 1.8080 -0.892
C 4.7143 -1.5629 -3.0628 0.201
C 5.3753 1.9915 1.8098 -1.459
C -2.8759 -3.4361 -0.7197 -0.627
C 4.9422 -0.0330 3.2447 -1.621
C -0.5125 3.4959 -4.2673 0.941
C -3.6365 1.5964 3.5854 1.391
C -1.6222 2.9107 3.8733 1.336
C -0.0357 -4.2409 2.8668 1.166
C -3.8193 -5.2802 0.5387 -0.919
C -3.4289 4.8670 -0.3995 0.002
C -1.9329 -3.1135 -3.0140 1.190
C -3.1069 -2.1334 3.6994 -0.619
C -2.0397 -2.5814 -4.2947 -0.951
C -1.6606 2.7641 -4.0288 -1.098
C -3.8731 4.3226 1.8785 -0.061
C -4.0056 -1.3923 -3.6795 -0.619
H 1.7750 -2.7331 -4.4772 0.309
H 4.8125 -1.1545 0.8797 0.212
H -4.5035 -6.1172 0.5996 0.408
H 0.0895 4.3844 -6.1317 0.407
H -1.2123 -1.7011 5.5323 0.227
H -0.5719 2.6079 5.7088 0.382
H 4.0430 -3.5857 -3.3276 0.399
H 1.5907 0.0261 2.9479 -0.617
H 0.8375 -1.9008 6.7063 0.298
H 3.3446 1.6473 1.2816 -1.315
H -4.6504 -1.7035 -0.3504 0.178
H 1.1751 -2.5318 -6.8776 0.432
H -2.0318 1.5405 7.7583 0.488
H -4.3268 2.3699 -3.4568 0.616
H -0.0109 -3.5898 -2.1436 0.068
H 4.0131 2.4742 4.1320 0.523
H -3.0355 -5.5496 2.5199 0.511
H -5.9150 -1.8515 -1.5725 0.340
H 5.4148 0.0259 -0.0843 0.029
H 2.2057 -2.0498 5.6011 0.186
H -4.7698 1.4847 1.7436 0.259
H 7.9034 -0.4909 -3.3014 0.408
H 8.2387 -2.8820 -3.8278 0.384
H -4.8023 0.0192 2.7248 0.194
H 0.3012 -4.9809 0.8729 0.208
H -0.3979 -4.4833 -3.6231 0.535
H 0.0670 4.2024 4.1583 0.498
H -1.1492 4.8440 3.0422 0.343
H 2.5745 1.5135 -6.8833 0.461
H 2.6255 -1.1821 2.6069 0.134
H 3.8500 3.9380 0.6997 0.512
H 1.4065 -5.6243 2.0856 0.435
H -0.1615 4.9042 0.0035 0.134
H 2.4345 3.6372 1.5187 -0.245
H -0.2675 -6.1992 2.0133 0.315
H 1.6836 -3.4431 6.5414 0.401
H 0.8631 5.6720 -1.2204 0.423
H -1.1686 -4.9107 -2.0904 0.403
H 1.7555 -4.3741 4.0189 0.372
H -4.8042 5.9532 0.8412 0.414
H 3.7728 4.3664 2.3073 0.437
H -3.0420 -1.0477 3.7061 -0.770
H -2.2914 -1.3990 -6.6305 0.335
H -1.3101 -2.8648 -5.0433 0.290
H -2.9304 0.1075 7.2495 0.352
H 4.9880 -1.1259 3.2749 0.459
H -1.1866 0.2002 6.9935 0.251
H -4.8189 -0.7197 -3.9341 0.240
H -4.1510 0.3363 5.2361 0.068
H -3.5788 5.4975 -1.2684 0.546
H 1.5879 -0.4119 -8.0737 0.405
H -5.7502 1.4242 3.2102 0.398
H 5.5834 0.3263 4.0554 0.463
H -5.0314 -0.3360 -1.3970 0.255
H -0.7748 6.2671 -0.9329 0.300
H 3.1736 1.3038 -4.4655 0.430
H -4.3673 4.5241 2.8218 0.471
H 5.7324 2.3212 0.8285 0.526
H 0.8586 4.9165 -3.4301 0.343
H -0.0755 3.5592 2.5120 -0.182
H -4.1197 2.3017 -1.7037 0.224
H 6.3125 -4.4295 -3.8417 0.407
H -4.3697 -4.7648 -1.4668 0.490
H -2.0535 2.1200 -4.8088 0.390
H -3.3025 -0.0848 -6.0254 0.337
H -3.6676 -2.4338 2.8162 0.202
H 6.6270 0.2547 1.9711 0.400
H 3.3248 0.2034 4.6123 0.461
H -0.2178 2.6466 -6.2233 0.323
H 5.9733 2.4940 2.5776 0.384
H -3.4638 1.0190 -2.7179 -0.489
H 5.6041 0.3547 -2.7955 0.528
H -4.0471 -1.5843 -6.5649 0.342
H 2.3671 2.2516 3.4841 0.117
H 1.2582 3.2506 -5.4633 0.280
H -3.6700 -2.4466 4.5829 0.536



(4)
8
Properties=species:S:1:pos:R:3:nbo_charge:R:1 method="wB97M-V/def2-TZVPD" gap_ev=7.358 total_energy_ha=-191.54189 max_force_ev_per_a=3.74 multiplicity=1 charge=-1 e_above_lowest_kj_mol=79.5
O 2.3227 -0.0905 0.2463 -1.009
O -0.0235 -0.2017 -0.8786 -1.029
C -1.1947 0.0800 -0.1334 -0.231
H -0.8405 -0.2416 0.8520 0.113
H -1.3206 1.2522 -0.1088 0.084
H -2.1800 -0.3654 -0.3282 0.103
H 1.6424 0.0371 -0.4010 0.509
H 1.5944 -0.4701 0.7516 0.461



(5)
17
Properties=species:S:1:pos:R:3:nbo_charge:R:1 method="wB97M-V/def2-TZVPD" gap_ev=9.268 total_energy_ha=-309.76841 max_force_ev_per_a=0.57 multiplicity=1 e_above_lowest_kj_mol=194.2
O 0.1357 -0.1170 -1.6753 -0.479
C 1.5961 -0.3611 0.8195 -0.627
C -0.6025 -0.7504 -0.5679 0.073
C 0.4811 -1.3110 0.3525 -0.422
C -0.6440 1.6170 -0.4455 -0.588
C 0.2897 1.1744 -1.5654 0.299
C -1.4374 0.3843 0.0091 -0.460
H 2.2485 -0.9297 1.4882 0.219
H -1.2752 2.4118 -0.8546 0.245
H 0.9794 -2.1223 -0.1899 0.216
H -2.4475 0.3955 -0.4137 0.218
H -1.5240 0.3171 1.0966 0.222
H -1.2092 -1.5488 -1.0126 0.204
H 2.2194 -0.0040 -0.0133 0.224
H -0.0224 -1.7574 1.2187 0.210
H -0.0678 2.0809 0.3626 0.241
H 1.2802 0.5209 1.3909 0.203